83
Properties=species:S:1:pos:R:3:forces:R:3 method="wB97M-V/def2-TZVPD" total_energy_ha=-2491.08934 orbital_gap_ev="8.1 / 4.7" homo_ev="-13.44 / -13.31" charge=+2 spin_multiplicity=3
Au 1.511 -0.736 0.425 0.414 0.153 -0.125
N 0.639 0.494 -2.145 -0.519 0.078 0.003
P 1.603 1.121 -0.899 -0.475 0.552 -0.303
C 0.700 2.477 -0.107 0.297 -0.404 0.046
C 0.593 2.457 1.281 0.059 -0.061 -0.207
C -0.068 3.482 1.931 -0.051 0.128 0.119
C -0.626 4.517 1.197 -0.002 -0.054 0.070
C -0.527 4.532 -0.188 -0.050 -0.021 -0.128
C 0.141 3.515 -0.848 0.091 -0.039 0.073
C 2.933 1.915 -1.829 0.050 -0.334 0.324
C 3.284 1.448 -3.096 -0.107 -0.044 0.120
C 4.250 2.118 -3.824 0.061 0.031 -0.047
C 4.890 3.223 -3.281 -0.053 -0.095 0.017
C 4.567 3.664 -2.006 0.049 0.040 0.003
C 3.591 3.014 -1.273 -0.154 -0.108 -0.013
P -0.293 -0.860 -1.739 0.789 0.081 -1.722
C 0.645 -2.305 -2.363 -0.390 0.113 0.620
C 0.743 -3.435 -1.560 -0.125 0.069 -0.010
C 1.419 -4.549 -2.029 0.005 -0.074 -0.009
C 1.985 -4.529 -3.292 -0.032 -0.055 0.104
C 1.872 -3.403 -4.093 0.005 0.158 -0.117
C 1.200 -2.282 -3.638 -0.027 0.023 -0.004
C -1.686 -0.728 -2.888 0.172 -0.056 0.776
C -2.360 -1.908 -3.209 0.097 -0.053 -0.015
C -3.419 -1.870 -4.093 -0.047 -0.051 0.058
C -3.834 -0.659 -4.629 0.028 -0.067 0.066
C -3.186 0.520 -4.282 0.059 0.132 0.020
C -2.130 0.497 -3.391 0.050 -0.009 -0.031
H 0.422 1.049 -2.971 0.029 -0.127 0.120
H 1.045 1.642 1.833 -0.037 0.016 0.130
H -0.132 3.484 3.009 -0.044 0.000 0.099
H -1.133 5.323 1.706 -0.046 0.061 0.028
H -0.965 5.343 -0.750 -0.019 0.070 -0.052
H 0.247 3.534 -1.925 -0.014 0.071 -0.073
H 2.806 0.569 -3.509 0.001 -0.007 -0.025
H 4.508 1.782 -4.817 0.031 -0.064 -0.061
H 5.650 3.732 -3.851 0.068 0.089 -0.060
H 5.073 4.522 -1.593 0.037 0.059 0.076
H 3.327 3.360 -0.283 0.003 0.082 0.026
H 0.279 -3.443 -0.583 0.038 -0.055 0.061
H 1.494 -5.431 -1.413 0.006 -0.114 0.070
H 2.506 -5.399 -3.660 0.068 -0.082 -0.047
H 2.304 -3.405 -5.082 0.043 0.030 -0.103
H 1.091 -1.410 -4.271 0.034 0.025 -0.049
H -2.035 -2.847 -2.781 -0.005 -0.084 -0.046
H -3.927 -2.785 -4.352 -0.088 -0.095 -0.058
H -4.678 -0.630 -5.299 -0.064 0.008 -0.119
H -3.516 1.460 -4.695 -0.044 0.092 -0.039
H -1.660 1.423 -3.087 -0.038 0.070 0.007
C -0.158 -0.506 6.290 0.204 0.086 -0.101
C 0.070 0.364 5.049 0.003 -0.169 0.219
C -1.212 0.594 4.313 -0.128 0.052 0.184
C -2.176 1.401 4.887 0.290 -0.073 -0.032
C -3.366 1.679 4.232 0.044 -0.034 -0.144
C -3.587 1.178 2.953 0.106 -0.034 -0.081
C -2.660 0.369 2.330 -0.297 0.000 -0.124
C -2.951 -0.164 0.961 0.018 0.043 -0.113
C -2.750 0.920 -0.097 -0.102 -0.138 0.042
C -1.483 -0.001 3.041 0.162 0.070 0.351
N -0.666 -0.923 2.495 -0.502 0.678 -0.735
C -0.245 -2.017 3.036 0.478 -0.999 0.558
C 0.785 -2.826 2.550 -0.241 0.237 0.208
C 1.187 -4.090 3.052 0.134 0.158 -0.153
C 2.271 -4.482 2.304 -0.090 0.049 0.005
C 2.500 -3.455 1.366 0.109 -0.202 0.129
N 1.623 -2.467 1.512 -0.273 0.108 0.076
H 0.758 -0.557 6.870 0.051 -0.088 0.121
H -0.450 -1.516 6.014 -0.047 -0.140 0.026
H -0.942 -0.090 6.917 -0.038 0.018 0.083
H 0.821 -0.098 4.405 0.017 0.106 0.025
H 0.460 1.330 5.379 0.029 -0.017 -0.101
H -1.991 1.819 5.865 0.030 0.085 0.077
H -4.112 2.296 4.709 -0.075 0.058 0.027
H -4.510 1.418 2.446 -0.109 -0.032 -0.090
H -3.989 -0.496 0.925 0.010 -0.073 0.049
H -2.312 -1.021 0.739 -0.107 -0.027 0.039
H -3.177 1.862 0.233 -0.020 0.165 -0.007
H -3.245 0.628 -1.017 0.003 0.034 -0.134
H -1.688 1.078 -0.293 0.044 0.156 0.017
H -0.762 -2.407 3.917 -0.011 0.076 -0.018
H 0.721 -4.617 3.862 -0.091 -0.106 0.175
H 2.837 -5.389 2.394 0.091 -0.140 0.011
H 3.257 -3.419 0.605 0.151 0.011 -0.164